Here is one molecule with the formula C3Br2F2 from the Open Molecules 2025 dataset. Energies are from ωB97M-V/def2-TZVPD.

- E_HOMO (eV) = -9.321
- strongest force on any atom (eV/Å) = 3.4
- LUMO (eV) = -1.73
- frontier orbital gap (eV) = 7.59

Element x y z (Å)
C 0.82 -1.52 -0.08
C -1.27 0.67 -0.70
C 0.21 -0.03 -0.14
F 1.11 0.71 -0.88
F 0.49 0.44 1.14
Br -0.22 -2.63 0.87
Br -1.15 2.36 -0.21

Here is C3BrFO4 as an isolated structure from the Open Molecules 2025 dataset. Energies are from ωB97M-V/def2-TZVPD.

- E_HOMO (eV) = -0.151
- strongest force on any atom (eV/Å) = 2.3
- LUMO (eV) = 5.83
- net charge = -2
- frontier orbital gap (eV) = 5.98

Element x y z (Å)
C 0.53 -1.52 -0.10
C 0.23 1.36 -0.33
C -0.38 0.14 0.50
O 1.62 -1.73 0.42
O 1.03 2.19 0.18
O -0.13 -2.02 -0.99
O -0.22 1.36 -1.47
F -0.34 0.25 1.87
Br -2.35 -0.03 -0.08

Here is one molecule with the formula C3Cl2O3 from the Open Molecules 2025 dataset. Energies are from ωB97M-V/def2-TZVPD.

- E_HOMO (eV) = -9.509
- strongest force on any atom (eV/Å) = 1.0
- LUMO (eV) = 0.43
- SMILES = O=c1oc(Cl)c(Cl)o1
- frontier orbital gap (eV) = 9.94

Element x y z (Å)
C 0.24 -0.67 0.00
C -1.88 -0.01 0.00
C 0.23 0.67 0.00
O -1.07 -1.11 0.00
O -3.06 -0.01 0.00
O -1.08 1.10 0.00
Cl 1.48 -1.80 0.00
Cl 1.46 1.81 0.00